Here is C13H21BN6OV as an isolated structure at a distorted geometry from the Open Molecules 2025 dataset. Energies are from ωB97M-V with the def2-TZVPD basis set.

Last column: Mulliken spin population.
Positions of all 43 atoms, in Å:
H 1.51544 3.53024 -0.14582  -0.0017
N 1.09279 1.95276 -1.48042  -0.0113
B 0.45896 0.53142 -3.53142  -0.0105
N 0.86264 1.87585 -2.86451  -0.0028
C 1.00984 3.10008 -3.38564  0.0152
V 1.18732 0.39931 -0.33306  1.2120
H 0.90494 3.24532 -4.44873  0.0007
C 1.29971 4.00485 -2.35611  -0.0006
H 1.45873 5.05902 -2.44708  -0.0001
C 1.33830 3.25716 -1.17554  0.0136
H 0.42125 0.63912 -4.72276  -0.0001
C -2.07989 -2.38754 2.54792  0.0002
H -1.46167 -2.87058 3.32311  -0.0001
H -1.47198 -1.62929 2.02380  0.0008
H -2.40603 -3.15084 1.82208  0.0000
N -0.95533 0.12436 -2.99084  -0.0015
N 1.46459 -0.57319 -3.10366  -0.0029
N -1.08813 -0.03014 -1.62978  -0.0502
N 1.73976 -0.79648 -1.74375  -0.0105
C -2.14659 -0.13306 -3.59622  0.0021
C 2.13587 -1.47944 -3.82400  0.0175
H -2.23677 -0.05833 -4.68002  0.0002
H 2.08130 -1.45108 -4.90346  0.0007
C -3.06572 -0.46577 -2.58424  -0.0055
C 2.82454 -2.33231 -2.95760  -0.0003
C -2.32195 -0.37797 -1.36397  0.0007
C 2.55299 -1.88560 -1.66554  0.0143
H -4.10595 -0.73020 -2.69788  -0.0008
H 3.44132 -3.17140 -3.22593  0.0000
H -2.67082 -0.55675 -0.36252  -0.0010
H 2.85779 -2.23911 -0.68923  -0.0020
H -2.92074 -1.93414 2.98986  0.0000
C 2.81743 0.56437 2.63693  -0.0100
C 1.36416 0.14168 2.69391  -0.0053
C 0.47758 1.02652 3.55130  -0.0060
O 0.78205 0.10346 1.36717  -0.1516
H 2.91921 1.58076 2.23928  -0.0008
H 3.40576 -0.11299 2.00864  -0.0004
H 3.24256 0.54650 3.64207  -0.0005
H 1.31087 -0.88705 3.08526  -0.0010
H 0.48391 2.05713 3.17794  0.0000
H -0.55794 0.67196 3.53532  -0.0004
H 0.83068 1.02859 4.58325  -0.0004

LUMO (alpha / beta) = -10.29 / -9.38 eV
Multiplicity = 2
E_HOMO (alpha / beta) = -0.5604 / -0.5607 hartree
Orbital gap (alpha / beta) = 5.0 / 5.9 eV
Total charge = +2

=====

Here is C13H21BaCl5OP2 as an isolated structure at a distorted geometry from the Open Molecules 2025 dataset. Energies are from ωB97M-V with the def2-TZVPD basis set.

Last column: Löwdin charge in e.
Positions of all 43 atoms, in Å:
Ba 0.85406 -0.30192 -1.29829  0.8779
H 3.58329 -0.81479 -1.79803  0.0260
H 3.33872 -1.53620 -1.79284  0.0257
P 1.76407 2.51833 -0.54871  0.6081
P -0.19685 -3.07019 -0.46949  0.6117
C -0.18029 -4.02849 1.08110  -0.2891
H -0.75321 -4.97293 1.07334  0.0536
H 0.87928 -4.22724 1.29944  0.0361
H -0.56303 -3.36456 1.86993  0.0385
C -1.94866 -2.99064 -0.97864  -0.2930
H -1.96175 -2.45829 -1.94508  0.0337
H -2.44932 -3.96786 -1.06660  0.0546
H -2.46451 -2.35013 -0.25019  0.0355
C 0.53074 -4.13444 -1.77332  -0.3100
H 1.58262 -4.29263 -1.49545  0.0309
H 0.01123 -5.10266 -1.91571  0.0548
H 0.51422 -3.56164 -2.71690  0.0355
C 0.30168 3.55069 -0.90409  -0.2910
H 0.51392 4.62374 -1.03086  0.0548
H -0.15651 3.13462 -1.81731  0.0323
H -0.41350 3.38755 -0.08630  0.0380
C 2.57540 3.28100 0.89250  -0.2930
H 3.53917 2.76427 1.00941  0.0361
H 2.73435 4.37343 0.84413  0.0536
H 1.96055 3.03332 1.77101  0.0411
C 2.82806 2.86268 -2.00326  -0.3111
H 2.33996 2.41146 -2.88536  0.0312
H 3.00924 3.93850 -2.18923  0.0547
H 3.77647 2.33229 -1.83880  0.0300
C 2.68947 -0.92479 2.37710  -0.0288
O 3.21703 -1.09008 3.37889  0.0225
H -0.16052 0.07724 -3.62925  -0.3084
Cl -0.12738 0.02364 3.26039  0.6167
C -1.49867 0.51482 2.32183  -0.7594
C -1.43929 0.49085 0.95296  -0.2756
C -2.52465 0.87025 0.18416  -0.7320
Cl -2.33109 0.78653 -1.56362  0.5075
C -3.75380 1.30868 0.80395  -0.6942
Cl -5.12744 1.78351 -0.11511  0.6591
C -3.82410 1.34241 2.22961  -0.7226
Cl -5.23379 1.85022 3.05361  0.6672
C -2.69112 0.94410 2.99150  -0.7009
Cl -2.74405 0.98536 4.71754  0.6415

LUMO = -0.26 eV
E_HOMO = -0.2531 hartree
Orbital gap = 6.6 eV

=====

Question: Which formula does entry 1 have?
Answer: C13H21BN6OV